Density functional theory data (ωB97M-V/def2-TZVPD) for a 2-piece molecular cluster, C2H5O2 overall in a non-equilibrium geometry.

Summary:
Energy above the lowest of the compared OMol25 structures with the same formula, charge and spin = 118.8 kcal/mol
Frontier orbital gap (alpha / beta) = 8.0 / 9.1 eV
E_HOMO (alpha / beta) = -14.71 / -15.20 eV
F_max = 4.35 eV/Å
DFT total energy = -229.1557 hartree

ORCA input file:
```
! wB97M-V def2-TZVPD RIJCOSX def2/J DEFGRID3
* xyz 1 1
C 0.18149 -1.28456 -0.53460
C -0.55653 0.98312 0.08356
O -1.13622 1.97046 -0.33627
O -0.34205 -0.18445 -0.27313
H 1.03906 -1.39066 -1.05305
H -0.23293 -2.18310 -0.19703
H 1.56322 0.09734 2.06428
H 1.12050 -0.02179 1.50207
H -1.63655 2.01365 -1.25582
*
```

Want to see where the charge sits? The natural (NBO) charges in e are: C 0.19; C 0.74; O -0.55; O -0.34; H 0.20; H 0.21; H 0.09; H -0.09; H 0.54